No. 1
The following is a DFT calculation (wB97M-V/def2-TZVPD) of a 40-piece molecular cluster, H80O40 overall.

F_max in Eh/bohr: 0.1139
Energy relative to the best compared isomer or geometry (same formula, charge and spin) in kJ/mol: 1071.3
Total energy in eV: -83194.71181
Highest occupied orbital energy in eV: -10.0

Last column: Löwdin charge in e.
Element x y z (Å)
H -3.134572 -0.918279 4.531568  0.070
H -3.200184 -2.329754 4.757361  0.054
O -3.227083 -1.737696 4.010589  -0.047
H -0.295151 3.715824 -1.250978  0.000
H -1.565377 3.112229 -1.798812  0.014
O -1.182209 3.477088 -0.963615  -0.078
H -0.394289 -2.230899 -1.746269  -0.007
H 0.258357 -0.857199 -1.295865  0.022
O 0.409310 -1.778624 -1.549208  -0.074
H -3.698753 -3.689373 2.096821  0.044
H -3.984861 -2.302653 2.431388  -0.022
O -4.295456 -2.975395 1.837225  -0.047
H 2.249633 1.182011 -5.413457  0.073
H 1.415512 0.420093 -4.475895  -0.026
O 1.599963 1.330058 -4.683787  -0.069
H 2.303807 -0.006992 4.733028  -0.023
O 2.933389 0.403696 4.170157  -0.024
H -1.132862 0.095605 2.029688  -0.020
O -1.170770 -0.056293 2.950958  -0.075
H -0.796639 -0.837538 1.106837  0.169
H 0.925431 -1.159948 0.650580  0.051
O 0.123848 -1.530365 1.067979  -0.142
H 0.326081 -5.140325 -3.433818  0.048
H 1.481231 -4.471762 -3.009419  -0.003
O 0.996900 -4.534950 -3.824152  -0.052
H 2.414397 -6.169270 1.699011  0.102
H 0.846022 -6.051112 1.534433  0.019
O 1.552597 -5.836120 2.168892  -0.106
H -0.081966 -2.464857 -4.516867  0.039
H 0.392578 -1.394345 -3.577782  -0.008
O 0.504111 -1.726426 -4.443112  -0.041
H 0.099704 -4.746312 -1.277606  -0.001
O 1.006473 -5.005846 -1.025119  -0.073
H 1.983249 5.658465 3.230181  0.109
H 1.845711 4.249686 3.820721  -0.016
O 2.341323 4.729040 3.180739  -0.040
H -4.216179 2.223880 2.132459  -0.014
H -4.701541 1.484936 0.948558  0.024
O -4.948115 2.207126 1.541865  -0.054
H -4.922972 -1.784806 -3.090724  0.027
H -3.825861 -2.375131 -3.683864  0.049
O -4.218864 -1.482610 -3.659958  -0.075
H -1.753492 4.637976 -3.513417  -0.008
H -3.028522 5.001866 -2.943785  -0.005
O -2.572664 5.164725 -3.751006  -0.096
H 0.014236 -1.049204 -6.199850  0.063
H -0.647346 0.162003 -5.773119  0.048
O 0.141608 -0.043738 -6.338208  -0.124
H -1.032217 0.983257 4.420733  -0.003
H 0.410441 1.598483 4.076465  0.023
O -0.420302 1.677506 4.659191  -0.095
H -0.146403 3.984758 2.362061  0.088
O 0.470271 3.870236 1.538530  -0.096
H -2.795839 3.403703 0.786426  0.077
H -1.528515 2.860638 1.321644  -0.028
O -2.451713 2.730222 1.417873  -0.055
H -5.448169 -0.901702 -0.507789  0.095
O -4.593924 -1.007380 -1.022926  -0.065
H 0.752419 2.295649 1.898645  0.012
H 1.807882 1.150820 2.352430  0.032
O 0.911003 1.430321 2.334353  -0.061
H 2.726794 -2.158775 -1.916076  0.057
H 2.565499 -1.199220 -0.905435  0.017
O 2.838488 -2.114499 -0.957096  -0.040
H -1.448845 1.201760 -2.272852  0.021
H -1.291011 1.386021 -0.893940  0.045
O -1.903812 0.911401 -1.499637  -0.045
H 2.697029 -2.156923 -4.789268  -0.012
H 3.947708 -1.403180 -5.584888  0.014
O 3.557621 -1.788555 -4.836494  -0.016
H 0.142200 3.806967 -4.131677  0.092
H 0.342616 4.232308 -2.582266  0.035
O -0.251860 3.865634 -3.251101  -0.061
H -3.334168 2.301950 -2.325708  0.066
H -3.303607 2.442921 -3.830084  0.085
O -2.850352 2.737313 -3.038167  -0.061
H -1.232615 -3.446969 3.768155  0.010
H 0.208951 -3.849396 4.220460  0.016
O -0.728563 -3.956203 4.415087  -0.051
H -1.810704 4.498011 3.872572  0.041
H -0.578990 4.022614 4.762092  0.018
O -0.978852 4.752499 4.279004  -0.044
H -2.319709 -3.647641 -1.930408  -0.007
H -2.419803 -5.262360 -1.913886  0.081
O -1.964486 -4.465010 -1.571748  -0.049
H 1.302153 -2.767628 2.542385  0.058
H 1.586622 -1.427212 2.447029  0.010
O 1.653179 -2.081531 3.154232  -0.064
H -2.415480 -1.287826 -3.275209  0.034
O -2.110198 -1.938806 -2.638560  -0.162
H -2.829829 -2.571514 -0.123940  0.029
H -1.330292 -2.307066 0.281283  0.072
O -2.164952 -1.894158 -0.094389  -0.092
H 1.341869 4.035154 1.961016  0.015
H 3.637379 -0.141769 3.812203  0.080
H -4.074674 -1.260942 -0.243247  0.003
H -0.158377 0.022789 3.096972  0.063
H 0.820635 -4.405426 -0.258527  0.054
H -2.273806 -1.444136 -1.695181  0.079
O 1.395540 -1.373280 5.717802  -0.038
H 0.828285 -1.005984 6.371772  0.040
H 1.175235 -1.144099 4.795249  -0.001
O 1.713627 0.630174 -1.712896  -0.037
H 2.117049 0.490697 -2.591571  0.060
H 1.420485 1.485518 -1.406492  0.042
O 2.304623 3.000919 5.376864  -0.098
H 2.565695 2.343242 4.679566  0.018
H 1.832883 2.211372 5.837718  0.086
O 5.353964 -2.884042 -1.137084  -0.056
H 4.415170 -2.618703 -1.209812  -0.014
H 5.672993 -3.325220 -1.889844  0.015
O 6.101663 -0.319965 -0.412262  -0.056
H 6.633303 -0.852972 -0.960276  -0.002
H 5.452675 -0.953972 -0.060238  0.023
O 0.300155 5.706682 -1.176828  -0.008
H 1.132652 6.104532 -1.063135  0.038
H -0.029426 5.228525 -0.418669  0.016
O 3.864484 2.190148 -0.184576  -0.030
H 3.823069 3.090715 -0.408786  0.006
H 4.711683 1.845849 0.101647  0.027

Forces on atoms 1 to 2 (eV/Å):
H 0.0 0.1 -1.0
H -0.1 -1.1 0.2

---

No. 2
The following is a DFT calculation (wB97M-V/def2-TZVPD) of C5H6HgO4 as an isolated structure.

F_max in Eh/bohr: 0.0336
Expectation value of S²: 0.754
Energy relative to the best compared isomer or geometry (same formula, charge and spin) in kJ/mol: 215.0
Total energy in eV: -17635.73809
Highest occupied orbital energy (spin up / spin down) in eV: -12.3 / -13.4
Charge: +1
Spin multiplicity: 2

Last column: Löwdin spin population.
Element x y z (Å)
O 2.066773 0.069742 1.986843  0.084
C 2.464820 -0.967727 1.488035  0.008
C 2.727541 -0.985048 -0.016595  0.009
O 2.705851 0.065567 -0.618819  0.110
Hg 2.009399 2.010203 0.530523  0.611
H 2.485997 -1.918343 2.048186  0.002
H 2.841771 -1.960158 -0.522588  0.004
C -2.465074 -0.268511 -2.144962  0.000
C -2.234849 0.095272 -0.891532  0.005
O -0.944175 0.506949 -0.548391  0.017
C -0.599041 1.078826 0.572895  0.131
O -1.615476 1.317003 1.343472  0.019
H -1.688296 -0.210571 -2.908867  0.000
H -2.971863 0.115918 -0.091630  0.001
H -3.464229 -0.597608 -2.427549  0.000
H -1.319152 1.648480 2.200985  0.001

Forces on atoms 1 to 2 (eV/Å):
O 0.8 -1.5 0.1
C -1.0 0.6 0.7

---

No. 3
The following is a DFT calculation (wB97M-V/def2-TZVPD) of a 7-piece molecular cluster, C48H108N7O3 overall.

F_max in Eh/bohr: 0.0715
Expectation value of S²: 0.757
Energy relative to the best compared isomer or geometry (same formula, charge and spin) in kJ/mol: 112.9
Total energy in eV: -68029.77416
Highest occupied orbital energy (spin up / spin down) in eV: -22.3 / -22.3
Charge: +6
Spin multiplicity: 2

Last column: Löwdin spin population.
Element x y z (Å)
N 18.108270 -17.156070 -23.029920  -0.036
O 18.966550 -16.943170 -22.147180  0.591
O 16.996290 -16.793950 -22.786430  0.211
O 18.475920 -17.671530 -24.100840  0.235
C 22.867560 -18.034490 -25.696940  0.000
C 21.764500 -18.862780 -25.083760  0.000
C 22.340440 -20.272560 -24.649630  0.000
N 21.383670 -21.225300 -23.910020  0.000
C 20.309170 -21.624500 -24.888800  0.000
C 20.710080 -20.610570 -22.671820  0.000
C 21.697220 -20.904300 -21.459610  0.000
C 22.405340 -22.103170 -21.833260  0.000
C 22.124550 -22.481020 -23.284380  0.000
H 23.561290 -17.833250 -24.880660  0.000
H 22.515530 -17.176290 -26.269360  0.000
H 23.400540 -18.532280 -26.507030  0.000
H 20.902560 -19.039180 -25.727220  0.000
H 21.343680 -18.201140 -24.326630  -0.001
H 23.195530 -20.130550 -23.988760  0.000
H 22.675610 -20.975690 -25.412110  0.000
H 19.604650 -20.806160 -25.037320  0.000
H 19.871580 -22.560670 -24.542080  0.000
H 20.807100 -21.912780 -25.814570  0.000
H 19.806400 -21.201880 -22.524160  0.000
H 20.450590 -19.555680 -22.761150  -0.001
H 21.258060 -21.035830 -20.470700  0.000
H 22.478660 -20.144500 -21.472550  0.000
H 22.054420 -22.970550 -21.274130  0.000
H 23.461220 -22.040680 -21.569980  0.000
H 21.343500 -23.241260 -23.274280  0.000
H 23.026080 -22.671350 -23.866710  0.000
C 21.986390 -10.744400 -25.848730  0.000
C 21.562800 -12.274920 -25.997960  0.000
C 20.078800 -12.558750 -25.731970  0.000
N 19.578660 -14.008900 -25.874470  0.000
C 20.395640 -15.038610 -24.952430  -0.001
C 18.115560 -14.031270 -25.400060  0.000
C 17.350100 -15.052840 -26.274890  0.000
C 18.223970 -15.440350 -27.420040  0.000
C 19.492450 -14.562980 -27.277170  0.000
H 21.862980 -10.380870 -24.828570  0.000
H 21.372230 -10.156250 -26.530630  0.000
H 23.023060 -10.733060 -26.185310  0.000
H 22.169130 -12.828220 -25.280800  0.000
H 21.917090 -12.697940 -26.937980  0.000
H 19.406080 -11.969870 -26.355480  0.000
H 19.799580 -12.316330 -24.706600  0.000
H 20.415930 -14.746390 -23.902520  0.000
H 21.405320 -15.012360 -25.362270  0.000
H 19.894430 -15.978440 -25.183950  -0.001
H 17.976050 -14.263490 -24.344260  0.000
H 17.717140 -13.076470 -25.743180  0.000
H 17.172220 -15.980830 -25.731470  0.000
H 16.436000 -14.549840 -26.590340  0.000
H 18.335020 -16.518970 -27.308840  0.000
H 17.590620 -15.272700 -28.291160  0.000
H 20.304030 -15.256420 -27.497590  0.000
H 19.422570 -13.710030 -27.952220  0.000
C 22.322270 -16.830600 -21.934000  0.002
C 23.668190 -17.491450 -21.403970  0.001
C 24.831170 -16.419940 -21.257870  0.000
N 26.159380 -17.168650 -21.140860  0.000
C 26.149900 -17.977950 -19.801480  0.000
C 27.439320 -16.212820 -21.207010  0.000
C 28.493930 -17.148060 -21.624940  0.000
C 27.935180 -18.093050 -22.653960  0.000
C 26.453390 -18.140560 -22.340140  0.000
H 21.652080 -17.677470 -22.081500  0.001
H 22.592810 -16.380790 -22.889290  0.000
H 21.741050 -16.165300 -21.295510  0.000
H 23.948300 -18.378140 -21.972680  0.000
H 23.394360 -17.817270 -20.400490  0.000
H 24.760040 -15.891140 -20.307400  0.000
H 24.953650 -15.643850 -22.013370  0.000
H 25.313280 -18.676640 -19.801520  0.000
H 26.089600 -17.154310 -19.090070  0.000
H 27.088730 -18.530300 -19.761650  0.000
H 27.595980 -15.648290 -20.287850  0.000
H 27.198530 -15.519300 -22.012710  0.000
H 28.815790 -17.606280 -20.689780  0.000
H 29.373270 -16.607920 -21.975800  0.000
H 28.406440 -19.069640 -22.764830  0.000
H 28.038670 -17.575690 -23.607760  0.000
H 26.001080 -19.123140 -22.205810  0.000
H 25.811650 -17.757310 -23.133490  0.000
C 11.784450 -16.790210 -21.615890  0.000
C 13.062270 -15.938450 -21.950940  0.000
C 13.036440 -14.383490 -21.515330  0.000
N 14.406990 -13.657670 -21.836740  0.000
C 15.509610 -14.331300 -21.087960  0.000
C 14.450840 -12.198610 -21.323830  0.000
C 15.465600 -11.449530 -22.244890  0.000
C 15.722430 -12.321370 -23.440190  0.000
C 14.685890 -13.493170 -23.330530  0.000
H 11.768350 -17.104700 -20.572370  0.000
H 11.765400 -17.728380 -22.170480  0.000
H 10.942780 -16.236260 -22.031620  0.000
H 13.237070 -15.933690 -23.026820  0.000
H 13.983340 -16.426220 -21.631850  0.000
H 12.851300 -14.360350 -20.441410  0.000
H 12.227730 -13.857860 -22.023080  0.000
H 16.362590 -13.682650 -20.888540  0.000
H 15.765580 -15.266640 -21.585670  -0.001
H 15.075780 -14.573580 -20.117810  0.000
H 14.556150 -12.158260 -20.239690  0.000
H 13.465370 -11.752600 -21.458060  0.000
H 16.433530 -11.509880 -21.747340  0.000
H 15.079520 -10.451320 -22.451360  0.000
H 16.689600 -12.820850 -23.383600  0.000
H 15.677970 -11.748190 -24.366250  0.000
H 15.046070 -14.403870 -23.809050  0.000
H 13.727200 -13.255010 -23.791280  0.000
C 15.695690 -19.809630 -20.468100  0.000
C 15.093710 -19.335110 -21.819850  0.000
C 15.747370 -20.024290 -23.053250  0.000
N 14.946620 -19.678070 -24.328930  0.000
C 14.488260 -18.213500 -24.516500  0.000
C 15.807020 -20.071860 -25.577390  0.000
C 14.846590 -20.788990 -26.482410  0.000
C 13.441540 -20.649880 -25.927940  0.000
C 13.682240 -20.579510 -24.479510  0.000
H 16.779950 -19.920300 -20.483550  0.000
H 15.408720 -20.830280 -20.215100  0.000
H 15.447890 -19.094910 -19.683330  0.000
H 15.110700 -18.248690 -21.906410  0.000
H 14.054900 -19.643200 -21.701310  0.000
H 15.731530 -21.098880 -22.871320  0.000
H 16.748730 -19.664480 -23.289710  0.000
H 15.369380 -17.594310 -24.348200  0.000
H 13.771790 -17.924930 -23.747410  0.000
H 14.099130 -18.185850 -25.534300  0.000
H 16.160700 -19.125310 -25.986110  0.000
H 16.588450 -20.765660 -25.267380  0.000
H 14.862640 -20.285650 -27.449100  0.000
H 15.110340 -21.846540 -26.471130  0.000
H 12.875800 -19.767630 -26.227420  0.000
H 12.738040 -21.476170 -26.030040  0.000
H 12.857670 -20.172100 -23.894540  0.000
H 14.034860 -21.530720 -24.080830  0.000
C 17.334010 -16.868030 -18.882530  0.001
C 17.474360 -15.779340 -17.773570  0.000
C 16.137020 -15.383420 -17.027700  0.000
N 16.423250 -14.592360 -15.668360  0.000
C 17.283650 -13.348610 -16.138710  0.000
C 17.283820 -15.493360 -14.710900  0.000
C 16.924660 -15.343650 -13.236030  0.000
C 15.368850 -15.016540 -13.508750  0.000
C 15.127440 -14.340880 -14.866030  0.000
H 16.597800 -16.535110 -19.614140  0.000
H 17.086760 -17.854020 -18.489100  0.000
H 18.225180 -16.957650 -19.503720  0.000
H 17.703650 -14.857160 -18.307540  0.000
H 18.287470 -16.121070 -17.133120  0.000
H 15.600490 -16.305670 -16.804760  0.000
H 15.489030 -14.704820 -17.582410  0.000
H 17.302270 -12.625110 -15.323660  0.000
H 16.691790 -12.976720 -16.975070  0.000
H 18.276350 -13.609750 -16.505380  0.000
H 18.332750 -15.360100 -14.975640  0.000
H 17.109820 -16.509690 -15.064320  0.000
H 17.503060 -14.535870 -12.787660  0.000
H 17.144720 -16.304260 -12.770300  0.000
H 14.877950 -14.480850 -12.696240  0.000
H 14.827490 -15.951840 -13.651020  0.000
H 14.972590 -13.269810 -14.735880  0.000
H 14.292850 -14.836510 -15.361940  0.000

Forces on atoms 1 to 2 (eV/Å):
N 0.7 -0.5 -2.0
O 0.6 -0.2 0.1